1.
Entry from the Open Molecules 2025 dataset: an isolated molecule of C31H42N4O2 (the ωB97M-V functional and the def2-TZVPD basis).

Values from the calculation:
ΔE to the lowest compared entry with this formula, charge and spin in eV: 0.411
SMILES string: COc1ccc(C[C@H]2CN3C(=NC[C@@H]3Cc3ccccc3)N2CCNC(=O)CCC2CCCCC2)cc1
Electronic energy in eV: -42885.845
Highest occupied orbital energy in eV: -8.46
Frontier orbital gap in eV: 9.04
2S+1: 1

Each line ends with the natural charge from an NBO analysis.
Element x y z (Å)
C -4.965 -3.537 2.522  -0.25
O -5.398 -2.815 1.396  -0.49
C -4.487 -2.512 0.427  0.30
C -3.137 -2.841 0.466  -0.32
C -2.306 -2.478 -0.579  -0.12
C -2.784 -1.769 -1.672  -0.07
C -1.869 -1.338 -2.783  -0.43
C -0.896 -0.218 -2.356  -0.01
C -1.588 0.891 -1.530  -0.22
N -1.230 0.515 -0.189  -0.46
C -0.069 -0.224 -0.222  0.62
N 0.604 -0.289 0.867  -0.62
C -0.103 0.552 1.821  -0.22
C -1.186 1.323 1.010  -0.04
C -2.541 1.396 1.718  -0.43
C -3.522 2.200 0.915  0.07
C -3.386 3.579 0.812  -0.24
C -4.261 4.319 0.037  -0.21
C -5.287 3.688 -0.646  -0.22
C -5.436 2.316 -0.543  -0.20
C -4.559 1.578 0.233  -0.25
N 0.128 -0.732 -1.456  -0.45
C 1.355 -1.320 -1.939  -0.20
C 1.737 -2.614 -1.206  -0.24
N 2.318 -2.346 0.084  -0.67
C 3.641 -2.519 0.299  0.69
O 4.369 -3.103 -0.483  -0.65
C 4.133 -1.963 1.626  -0.49
C 3.879 -0.458 1.750  -0.39
C 4.451 0.342 0.573  -0.23
C 5.965 0.523 0.686  -0.39
C 6.507 1.320 -0.497  -0.40
C 5.823 2.681 -0.588  -0.40
C 4.313 2.506 -0.706  -0.40
C 3.773 1.709 0.478  -0.39
C -4.137 -1.449 -1.704  -0.19
C -4.981 -1.818 -0.678  -0.27
H -5.849 -3.672 3.143  0.20
H -4.567 -4.518 2.243  0.18
H -4.207 -2.986 3.088  0.17
H -2.719 -3.383 1.300  0.22
H -1.264 -2.752 -0.531  0.20
H -1.272 -2.186 -3.127  0.22
H -2.462 -0.975 -3.625  0.21
H -0.424 0.193 -3.257  0.20
H -2.671 0.893 -1.666  0.22
H -1.200 1.890 -1.786  0.19
H 0.604 1.222 2.317  0.20
H -0.570 -0.080 2.585  0.19
H -0.844 2.345 0.772  0.18
H -2.389 1.858 2.697  0.22
H -2.915 0.381 1.860  0.22
H -2.592 4.079 1.350  0.21
H -4.144 5.391 -0.032  0.21
H -5.971 4.266 -1.251  0.21
H -6.237 1.817 -1.068  0.21
H -4.678 0.507 0.309  0.22
H 1.212 -1.538 -3.000  0.21
H 2.185 -0.607 -1.837  0.20
H 0.852 -3.249 -1.093  0.19
H 2.491 -3.152 -1.787  0.24
H 1.784 -1.700 0.668  0.44
H 3.619 -2.487 2.435  0.22
H 5.199 -2.182 1.699  0.22
H 4.319 -0.098 2.683  0.20
H 2.804 -0.281 1.800  0.23
H 4.243 -0.207 -0.351  0.19
H 6.451 -0.453 0.718  0.21
H 6.198 1.050 1.615  0.19
H 6.327 0.762 -1.419  0.20
H 7.586 1.452 -0.392  0.20
H 6.050 3.261 0.310  0.19
H 6.204 3.235 -1.449  0.20
H 3.826 3.484 -0.752  0.20
H 4.084 1.975 -1.634  0.19
H 3.952 2.266 1.401  0.19
H 2.694 1.571 0.373  0.21
H -4.540 -0.906 -2.547  0.21
H -6.032 -1.579 -0.705  0.23

---

2.
Entry from the Open Molecules 2025 dataset: a 2-piece molecular cluster, C31H42N5O overall (the ωB97M-V functional and the def2-TZVPD basis).

Values from the calculation:
Electronic energy in eV: -42320.928
Highest occupied orbital energy in eV: -10.34
Frontier orbital gap in eV: 6.01
Charge: +1
2S+1: 1

Each line ends with the Löwdin charge.
Element x y z (Å)
C -0.023 -3.458 -0.792  -0.05
N 0.930 -2.482 -0.326  -0.10
C 2.136 -2.340 -1.109  -0.17
C 2.787 -1.027 -0.773  -0.16
C 2.975 -0.903 0.710  -0.17
N 1.747 -1.159 1.434  -0.04
C 1.859 -0.864 2.857  -0.15
C 0.609 -1.217 3.638  -0.17
C -0.594 -1.502 2.771  -0.25
N -0.305 -2.320 1.621  0.01
C 0.769 -1.985 0.940  -0.32
H -0.837 -3.498 -0.065  0.05
H -0.411 -3.153 -1.769  0.10
H 0.449 -4.444 -0.885  0.09
H 2.818 -3.183 -0.902  0.13
H 1.851 -2.381 -2.165  0.13
H 3.758 -0.981 -1.270  0.12
H 2.178 -0.200 -1.151  0.13
H 3.746 -1.618 1.043  0.13
H 3.313 0.106 0.968  0.13
H 2.715 -1.412 3.283  0.13
H 2.076 0.204 2.959  0.12
H 0.825 -2.085 4.266  0.11
H 0.377 -0.374 4.292  0.11
H -1.357 -2.047 3.340  0.09
H -1.016 -0.527 2.451  0.12
C -9.059 -4.338 3.912  0.00
N -7.843 -3.587 3.697  -0.04
C -7.708 -2.302 4.143  -0.37
O -8.584 -1.635 4.686  0.10
C -6.279 -1.862 3.827  -0.16
C -5.545 -1.455 5.103  -0.08
C -6.052 -0.138 5.639  -0.24
C -6.429 -0.011 6.980  -0.04
C -7.038 1.167 7.421  -0.07
C -7.246 2.227 6.528  -0.07
C -6.803 2.121 5.204  -0.07
C -6.174 0.953 4.769  -0.05
N -5.715 -3.051 3.178  0.05
C -4.442 -3.092 2.729  0.03
C -3.818 -4.266 2.327  -0.07
C -2.503 -4.445 1.921  0.06
C -2.015 -5.724 1.488  -0.19
C -0.635 -5.955 1.238  -0.02
C -0.193 -7.102 0.597  -0.02
C -1.088 -8.144 0.290  -0.24
C -0.610 -9.387 -0.395  -0.04
C -2.434 -7.988 0.639  -0.02
C -2.889 -6.822 1.235  0.00
C -6.618 -4.212 3.214  -0.46
C -6.142 -5.263 4.231  0.02
C -6.887 -4.815 1.826  0.02
H -9.808 -3.673 4.349  0.10
H -9.426 -4.728 2.955  0.10
H -8.879 -5.183 4.592  0.10
H -6.320 -1.031 3.097  0.16
H -5.686 -2.252 5.853  0.13
H -4.466 -1.399 4.896  0.12
H -6.288 -0.856 7.660  0.12
H -7.368 1.251 8.457  0.11
H -7.755 3.132 6.863  0.11
H -6.957 2.941 4.499  0.11
H -5.817 0.865 3.738  0.11
H -3.902 -2.140 2.715  0.15
H -4.429 -5.162 2.357  0.05
H -1.820 -3.596 1.924  0.07
H 0.081 -5.191 1.553  0.12
H 0.858 -7.210 0.320  0.13
H -1.370 -10.175 -0.356  0.08
H -0.380 -9.208 -1.452  0.10
H 0.305 -9.776 0.069  0.09
H -3.146 -8.792 0.440  0.12
H -3.946 -6.749 1.485  0.10
H -6.148 -4.825 5.240  0.10
H -6.824 -6.121 4.197  0.09
H -5.131 -5.613 4.014  0.08
H -7.503 -4.111 1.250  0.11
H -5.963 -5.002 1.278  0.07
H -7.431 -5.759 1.946  0.10

---

Short version: LUMO energy = 0.58; -4.33 eV, in the order given.